# 1
ORCA calculation (ωB97M-V/def2-TZVPD) on the ion C5H10N with charge +1.

Values from the calculation:
Energy relative to the best compared isomer or geometry (same formula, charge and spin) ... 2.300 eV
Net charge ... +1
Highest occupied orbital energy ... -14.587 eV
LUMO level ... -3.4 eV
E_tot ... -250.92077 hartree
Structure (SMILES) ... CCC1=C[C@H]1[NH3+]

Last column: Mulliken charge in e.
Element x y z (Å)
C -2.5089 -0.6179 -0.2994  -1.085
C -1.3389 -0.1606 0.6266  -0.234
C 0.1099 -0.4153 0.1875  0.195
C 1.1781 -1.1571 -0.1788  -0.479
C 1.5159 0.0496 0.4871  -0.410
N 2.0314 1.3089 -0.4610  -0.504
H -2.6141 0.0334 -1.1797  0.328
H -3.4119 -0.5014 0.2615  0.358
H -2.5035 -1.6923 -0.5004  0.338
H -1.2969 -0.8124 1.5642  0.250
H -1.4456 0.9205 0.8403  0.320
H 1.6348 -1.9444 -0.6900  0.414
H 2.1659 0.2836 1.3450  0.414
H 1.5678 2.1907 -0.1418  0.344
H 1.8113 1.1088 -1.4494  0.378
H 3.1048 1.4061 -0.4119  0.372

---

# 2
ORCA calculation (ωB97M-V/def2-TZVPD) on the molecule C8H9NO3.

Values from the calculation:
Energy relative to the best compared isomer or geometry (same formula, charge and spin) ... 5.359 eV
Net charge ... 0
Highest occupied orbital energy ... -8.234 eV
LUMO level ... 0.7 eV
E_tot ... -590.54192 hartree
Structure (SMILES) ... [O-]/[N+](O)=C\OCc1ccccc1

Last column: Mulliken charge in e.
Element x y z (Å)
O 2.2453 3.3690 0.5703  -0.670
N 1.0726 3.4928 0.6635  0.710
O 0.4650 4.7830 0.9335  -0.455
C 0.0666 2.6499 0.5819  -0.168
O 0.4167 1.4230 0.1648  -0.404
C -0.7445 0.5333 0.1768  -0.709
C -0.5304 -0.8714 -0.2000  0.594
C -0.8205 -1.8695 0.6599  -0.301
C -0.5573 -3.2312 0.3905  -0.619
C 0.1432 -3.4893 -0.7707  -0.404
C 0.5716 -2.4436 -1.6234  -0.474
C 0.0782 -1.1899 -1.4309  -0.570
H 1.0025 5.1388 1.6516  0.332
H -0.9802 2.8718 0.7013  0.412
H -1.3191 0.9290 -0.7003  0.318
H -1.2435 0.7578 1.0928  0.503
H -1.1582 -1.4872 1.5495  0.403
H -0.7915 -3.9951 1.1104  0.384
H 0.6006 -4.4058 -0.9606  0.393
H 1.0636 -2.5961 -2.5877  0.341
H 0.4191 -0.3693 -1.9731  0.384

---

# 3
ORCA calculation (ωB97M-V/def2-TZVPD) on the molecule C24H26N2O4.

Values from the calculation:
Energy relative to the best compared isomer or geometry (same formula, charge and spin) ... 1.392 eV
Net charge ... 0
Highest occupied orbital energy ... -7.380 eV
LUMO level ... 0.4 eV
E_tot ... -1340.65419 hartree
Structure (SMILES) ... Cc1cc(=O)oc2cc(OCC(=O)Nc3ccc(N4CCC(C)CC4)cc3)ccc12

Last column: Mulliken charge in e.
Element x y z (Å)
C 7.3257 -0.5922 3.6550  -1.594
C 6.5662 -0.2688 2.4099  1.381
C 6.7401 0.9053 1.7612  -0.539
C 6.0233 1.2501 0.5527  0.112
O 6.1515 2.2770 -0.0684  -0.640
O 5.1291 0.3221 0.0819  -0.498
C 4.9275 -0.8571 0.7078  -0.269
C 3.9920 -1.7111 0.1302  -0.102
C 3.7306 -2.9408 0.7112  0.788
O 2.8680 -3.8653 0.2276  -0.416
C 2.0083 -3.5042 -0.8214  -0.864
C 1.0379 -2.3784 -0.4032  0.668
O 0.9899 -1.9684 0.7325  -0.657
N 0.2858 -1.9495 -1.4440  -0.125
C -0.6981 -0.9428 -1.4591  0.732
C -1.4114 -0.7414 -2.6370  -1.063
C -2.3804 0.2331 -2.7187  -0.454
C -2.6896 1.0507 -1.6220  1.054
N -3.6223 2.0637 -1.7507  0.030
C -3.8116 3.0350 -0.6959  -1.243
C -4.8467 2.5737 0.3346  -0.585
C -6.1808 2.2970 -0.3617  0.486
C -7.2169 1.7631 0.6225  -1.660
C -5.9467 1.3103 -1.5072  -0.724
C -4.8631 1.8314 -2.4592  -0.982
C -1.9547 0.8378 -0.4490  -0.513
C -0.9780 -0.1339 -0.3662  -0.932
C 4.4275 -3.3135 1.8718  -1.281
C 5.3457 -2.4696 2.4375  -0.669
C 5.6225 -1.2158 1.8735  0.652
H 7.9873 0.2278 3.9203  0.361
H 6.6378 -0.7697 4.4802  0.373
H 7.9220 -1.4920 3.5113  0.368
H 7.4319 1.6537 2.1146  0.395
H 3.4848 -1.3604 -0.7533  0.509
H 2.5723 -3.2103 -1.7179  0.412
H 1.4343 -4.4094 -1.0426  0.461
H 0.4159 -2.4092 -2.3350  0.179
H -1.1966 -1.3500 -3.5054  0.289
H -2.8863 0.3741 -3.6609  0.390
H -2.8534 3.2591 -0.2274  0.533
H -4.1704 3.9563 -1.1708  0.444
H -4.9719 3.3406 1.1009  0.436
H -4.4981 1.6594 0.8193  0.283
H -6.5526 3.2377 -0.7859  0.194
H -6.8786 0.8259 1.0596  0.363
H -7.3821 2.4765 1.4267  0.401
H -8.1651 1.5847 0.1204  0.416
H -6.8733 1.1502 -2.0615  0.468
H -5.6235 0.3496 -1.0984  0.243
H -4.7127 1.1183 -3.2674  0.319
H -5.1863 2.7821 -2.8983  0.419
H -2.1420 1.4299 0.4315  0.254
H -0.4366 -0.2727 0.5541  0.535
H 4.2100 -4.2758 2.3059  0.430
H 5.8620 -2.7735 3.3339  0.433

---

# 4
ORCA calculation (ωB97M-V/def2-TZVPD) on the molecule C2HClO.

Values from the calculation:
Energy relative to the best compared isomer or geometry (same formula, charge and spin) ... 3.245 eV
Net charge ... 0
Highest occupied orbital energy ... -9.248 eV
LUMO level ... -0.6 eV
E_tot ... -612.07572 hartree

Last column: Mulliken charge in e.
Element x y z (Å)
C -0.3243 0.4818 -0.1956  -0.203
C -0.6615 0.8630 -1.4413  0.410
O 0.5971 1.0408 -1.7967  -0.439
Cl -2.0604 1.1059 -2.4756  -0.115
H 0.1656 0.0404 0.6873  0.347

---

Max |F| for the records above, in order: 3.041 5.721 0.937 2.444 eV/Å
HOMO-LUMO gap for the records above, in order: 11.17 8.96 7.81 8.66 eV